{"formula": "C4H21N2O5", "method": "ωB97M-V/def2-TZVPD", "relative_energy_kcal_mol": 42.05, "spin_multiplicity": 2, "total_charge": 2, "s_squared": 0.76, "gap_ev": [8.927, 5.013], "total_energy_ha": -649.94469, "e_lumo_ev": [-8.55, -12.46], "elements": ["C", "C", "C", "C", "N", "N", "H", "H", "H", "H", "H", "H", "H", "H", "H", "H", "H", "H", "H", "O", "H", "H", "O", "H", "H", "O", "H", "H", "O", "H", "H", "O"], "xyz": [[0.5404, -0.0908, 0.2797], [0.3195, -1.6078, -0.0753], [-0.7107, -1.7634, -1.2194], [-1.8852, 0.2210, -1.9444], [-1.7716, -0.7368, -1.0576], [-0.3842, 0.2437, 1.4524], [0.3409, 0.6473, -0.6277], [1.4741, 0.1436, 0.7553], [1.1776, -2.0235, -0.3740], [0.1495, -2.2653, 0.8108], [-0.2330, -1.6264, -2.2140], [-1.3315, -2.7048, -0.9744], [-1.4637, 0.1299, -2.9113], [-2.6091, 1.0400, -1.7933], [-0.0264, 1.1963, 1.8347], [-1.4096, 0.3151, 1.2327], [-0.2698, -0.4419, 2.1308], [-3.6328, 0.6335, 1.9853], [-3.0524, 0.1817, 0.3585], [-2.8942, 0.6682, 1.1853], [0.9398, -3.1186, 2.9745], [1.9730, -2.0998, 2.9837], [1.0208, -2.0588, 2.8987], [1.9717, -0.3201, -3.0846], [0.7069, 0.5656, -3.6645], [1.2326, 0.2753, -2.9406], [1.5305, 3.5218, -1.7427], [1.5750, 2.0000, -1.8151], [1.4957, 2.7055, -1.2251], [2.0047, 2.5052, 1.5603], [1.6283, 2.0660, 3.0755], [1.5934, 1.7982, 2.1458]], "forces_ev_per_a": [[-1.384, 0.128, -0.382], [-2.290, 2.035, 1.209], [-1.776, -2.046, 3.461], [-2.261, -1.487, 3.842], [1.524, 2.563, -5.434], [0.204, 2.881, -2.300], [0.536, -1.592, 2.196], [0.809, -0.303, -0.614], [3.571, -1.255, -1.686], [-0.684, 0.974, -0.518], [-0.556, 0.097, 0.356], [1.431, 0.964, -1.276], [0.609, -0.409, -0.973], [0.529, -0.022, 0.205], [-0.320, -1.567, -0.502], [0.621, 0.193, 0.508], [0.589, -1.691, 1.884], [2.377, -0.336, -3.645], [-1.491, 0.037, 1.085], [-2.281, 0.344, 2.383], [-0.589, 3.402, -0.112], [0.793, 0.936, 0.135], [-0.205, -4.295, 0.097], [-0.082, 0.128, -1.036], [0.390, -0.104, -1.604], [-0.301, -0.048, 2.424], [0.084, -0.211, 0.127], [0.445, -1.700, -1.747], [-0.504, 1.881, 1.681], [-0.669, -1.044, 1.316], [0.374, 0.336, -0.312], [0.507, 1.211, -0.768]], "mulliken_charge": [-0.502, -0.917, -0.356, -0.075, -0.076, -0.196, -0.010, 0.759, 0.648, 0.381, 0.344, 0.317, 0.291, 0.286, 0.464, 0.268, 0.288, 0.379, 0.361, -0.688, 0.361, 0.323, -0.673, 0.296, 0.303, -0.583, 0.324, 0.328, -0.604, 0.318, 0.291, -0.649]}